Record 1
Below is a molecular structure, C39H34Ge2N2OS2Y, with properties calculated with the ωB97M-V functional and the def2-TZVPD basis.

Last column: Löwdin charge in e.
CARTESIAN COORDINATES (ANGSTROEM)
Y  -0.36892  -1.79834  -0.49661  1.194
C  -2.56496  -6.02813  -2.95940  -0.059
O  -2.38983  -5.61035  -1.58008  -0.189
C  -1.74838  -4.50445  -1.30981  -1.264
S  -1.19322  -3.47401  -2.55436  0.611
S  -1.54130  -4.17720  0.35337  0.591
H  -2.94077  -7.04139  -2.88959  0.100
H  -1.61501  -5.99790  -3.48307  0.074
H  -3.28781  -5.37434  -3.43994  0.092
Ge  1.90338  0.19699  -1.96907  0.867
C  3.16353  1.31144  -1.01120  -0.344
C  3.84237  0.92504  0.14560  -0.119
C  4.69965  1.80321  0.80050  -0.077
C  4.89671  3.08276  0.30055  -0.082
C  4.25493  3.47306  -0.86674  -0.073
C  3.40101  2.59176  -1.52082  -0.134
C  2.42955  -1.69768  -1.69110  -0.342
C  2.42197  -2.29577  -0.41876  -0.218
C  2.80196  -3.62561  -0.21631  -0.064
C  3.20051  -4.38172  -1.30400  -0.059
C  3.22292  -3.81217  -2.57246  -0.053
C  2.84152  -2.49291  -2.76605  -0.098
H  2.10130  0.47618  -3.47686  0.017
H  3.73981  -0.07960  0.53995  0.084
H  5.22519  1.48301  1.69197  0.108
H  5.56356  3.76946  0.80756  0.110
H  4.42489  4.46129  -1.27537  0.110
H  2.91309  2.91879  -2.43360  0.102
H  2.17890  -1.70176  0.45816  0.052
H  2.78485  -4.05824  0.77619  0.116
H  3.49901  -5.41265  -1.16824  0.114
H  3.54186  -4.40567  -3.42021  0.115
H  2.86016  -2.07938  -3.76736  0.102
N  1.50747  -0.01463  6.96329  0.197
C  1.24802  -0.30370  5.88282  -0.145
C  0.91676  -0.66997  4.52095  -0.183
C  0.08366  -1.75626  4.27330  0.024
C  -0.23030  -2.05546  2.96541  -0.114
N  0.24147  -1.34020  1.93430  -0.020
C  1.05262  -0.30581  2.18451  -0.122
C  1.41929  0.06788  3.46252  0.030
H  -0.31566  -2.35279  5.08105  0.134
H  -0.88882  -2.88190  2.73059  0.079
H  1.41548  0.26813  1.34039  0.088
H  2.05981  0.92499  3.61549  0.133
C  0.01875  0.21724  -1.55603  -0.599
Ge  -1.12614  1.36263  -0.50877  0.875
C  -2.16663  2.61767  -1.53170  -0.284
C  -1.94390  2.82420  -2.88967  -0.105
C  -2.71603  3.73543  -3.60514  -0.078
C  -3.71843  4.44346  -2.96020  -0.079
C  -3.95244  4.24426  -1.60366  -0.074
C  -3.17949  3.33547  -0.89180  -0.097
C  -0.40162  2.27820  1.02780  -0.288
C  0.85027  2.88810  0.92918  -0.104
C  1.38605  3.59905  1.99970  -0.066
C  0.66326  3.73226  3.17884  -0.079
C  -0.60499  3.17330  3.27847  -0.074
C  -1.13063  2.45421  2.20982  -0.112
C  -2.45288  -0.02620  0.06369  -0.335
C  -2.79839  -0.46239  1.35271  -0.127
C  -3.78900  -1.41703  1.55784  -0.075
C  -4.43689  -1.98987  0.47274  -0.076
C  -4.09248  -1.60729  -0.81581  -0.073
C  -3.11853  -0.63248  -1.01625  -0.161
H  -0.44828  0.21052  -2.55155  -0.018
H  -1.15631  2.27741  -3.39953  0.092
H  -2.53206  3.89178  -4.66058  0.106
H  -4.31741  5.15524  -3.51411  0.107
H  -4.73533  4.79933  -1.10262  0.107
H  -3.37193  3.19652  0.16718  0.099
H  1.42449  2.82082  0.01612  0.076
H  2.36340  4.05737  1.90529  0.104
H  1.07409  4.29274  4.01047  0.110
H  -1.18977  3.30835  4.18088  0.109
H  -2.13377  2.06067  2.30236  0.088
H  -2.29604  -0.04914  2.21578  0.083
H  -4.04624  -1.71993  2.56564  0.115
H  -5.20031  -2.74085  0.63141  0.117
H  -4.59068  -2.05250  -1.66770  0.118
H  -2.90596  -0.30251  -2.02830  0.109

Properties
total charge: +1
Kohn-Sham gap: 7.47 eV
energy relative to the best compared isomer or geometry (same formula, charge and spin): 12.97 kJ/mol
lowest unoccupied orbital energy: -3.53 eV
max |F|: 0.01471 Eh/bohr
HOMO energy: -0.404 Eh

Record 2
Below is 5 unconnected molecules or ions with the total composition C37H70N5O4P in a non-equilibrium geometry, with properties calculated with the ωB97M-V functional and the def2-TZVPD basis.

Last column: Löwdin charge in e.
CARTESIAN COORDINATES (ANGSTROEM)
O  -2.81151  8.55706  -0.88852  0.003
C  -2.14111  7.90303  -1.72485  -0.184
C  -2.82971  7.05645  -2.92185  -0.079
C  -3.26773  5.66843  -2.28226  -0.057
C  -2.93929  4.39113  -2.82584  -0.022
C  -2.11920  4.25079  -4.16553  -0.112
C  -2.49519  4.98424  -5.45671  -0.019
C  -1.65380  4.79717  -6.69343  -0.136
N  -0.51701  3.99309  -6.94071  0.036
C  -0.20890  3.34283  -5.72294  -0.136
C  -0.86186  3.40057  -4.36545  0.003
C  -3.46268  3.13013  -1.97029  -0.256
O  -3.95979  2.11149  -2.46801  0.097
C  -3.33602  3.31955  -0.37342  -0.213
P  -2.75483  1.96950  0.80873  0.767
O  -3.04975  0.54839  0.30414  -0.468
C  -3.68850  4.59269  0.16111  0.031
C  -4.12399  5.70712  -0.91729  -0.263
O  -5.05799  6.50692  -0.74822  0.092
H  -1.00254  7.90644  -1.56070  0.135
H  -3.68369  7.63651  -3.39729  0.138
H  -1.98183  6.89446  -3.68362  0.114
H  -3.39702  5.67602  -5.47505  0.110
H  -1.98349  5.41201  -7.60771  0.109
H  0.70796  2.65266  -5.79437  0.110
H  -0.42852  2.81489  -3.49253  0.107
H  -1.32996  2.09493  1.04900  0.009
H  -3.38474  2.24902  2.08083  0.029
H  -3.66271  4.83360  1.26745  0.122
C  1.27098  -0.82177  -0.34268  -0.084
C  2.69902  -0.29453  -0.38868  -0.270
N  2.79895  1.15993  -0.35091  -0.191
C  4.14392  1.65139  -0.64140  -0.245
C  5.25693  1.30180  0.34561  -0.094
C  2.12466  1.82157  0.75997  -0.252
C  2.55098  1.43779  2.17764  -0.083
H  0.67415  -0.41438  -1.16299  0.082
H  1.27681  -1.91016  -0.44073  0.077
H  0.77604  -0.58528  0.60159  0.050
H  3.14497  -0.65228  -1.32217  0.115
H  3.26808  -0.76104  0.42662  0.099
H  4.11230  2.73968  -0.76358  0.112
H  4.43507  1.26955  -1.62728  0.107
H  5.20006  1.90698  1.25079  0.057
H  6.22975  1.50672  -0.11110  0.059
H  5.24939  0.24629  0.62880  0.068
H  1.04866  1.63746  0.66643  0.074
H  2.21782  2.90803  0.64746  0.115
H  2.69226  0.36192  2.29730  0.070
H  1.77789  1.74492  2.88898  0.071
H  3.46918  1.94460  2.47278  0.055
C  -7.63181  -3.94334  2.19541  -0.090
C  -7.02833  -2.84788  1.32453  -0.274
N  -7.96746  -1.79646  0.94976  -0.193
C  -7.44343  -0.89638  -0.07583  -0.245
C  -6.23632  -0.03302  0.28749  -0.096
C  -8.67027  -1.14217  2.04784  -0.250
C  -7.82523  -0.44697  3.11655  -0.089
H  -8.49011  -4.40888  1.70389  0.079
H  -6.88601  -4.72157  2.37703  0.067
H  -7.94870  -3.56569  3.16980  0.064
H  -6.65867  -3.32837  0.41313  0.118
H  -6.14846  -2.43954  1.83996  0.092
H  -8.24922  -0.24344  -0.42933  0.111
H  -7.17411  -1.50266  -0.94873  0.110
H  -6.51700  0.80776  0.92410  0.054
H  -5.80022  0.39037  -0.62179  0.064
H  -5.44918  -0.60245  0.78651  0.056
H  -9.30028  -1.88763  2.54432  0.099
H  -9.38667  -0.41943  1.64093  0.114
H  -6.95329  -1.03452  3.41092  0.068
H  -8.42891  -0.28868  4.01569  0.071
H  -7.48802  0.53536  2.78680  0.051
C  -2.04597  -1.87032  1.80392  -0.101
C  -1.12715  -2.84359  2.53253  -0.270
N  -1.82566  -3.80819  3.37541  -0.191
C  -0.93056  -4.56475  4.24747  -0.253
C  0.08148  -5.50134  3.58771  -0.093
C  -2.86650  -4.59564  2.72267  -0.247
C  -2.45940  -5.45625  1.52580  -0.085
H  -2.67395  -1.31895  2.50849  0.079
H  -1.44855  -1.14459  1.24902  0.037
H  -2.69038  -2.37620  1.08245  0.072
H  -0.45942  -2.24634  3.16238  0.116
H  -0.49015  -3.34234  1.78927  0.094
H  -1.52646  -5.14073  4.96399  0.111
H  -0.37475  -3.84656  4.86207  0.107
H  -0.38901  -6.41662  3.22781  0.054
H  0.83653  -5.80083  4.32072  0.070
H  0.60926  -5.02854  2.75574  0.066
H  -3.65888  -3.91348  2.39706  0.091
H  -3.35706  -5.23551  3.46522  0.115
H  -1.77867  -4.93795  0.84761  0.069
H  -3.34929  -5.72636  0.94894  0.071
H  -1.99336  -6.38954  1.84094  0.053
C  6.81695  -1.23281  -1.87485  -0.088
C  8.05025  -1.96716  -1.36396  -0.266
N  9.30851  -1.47252  -1.91039  -0.193
C  10.44711  -2.33598  -1.60575  -0.251
C  10.85577  -2.48355  -0.14025  -0.092
C  9.55649  -0.04278  -1.75721  -0.247
C  9.58189  0.52449  -0.33702  -0.088
H  6.75732  -1.27436  -2.96562  0.083
H  5.91558  -1.70186  -1.47152  0.071
H  6.80407  -0.18688  -1.56298  0.040
H  7.93662  -3.01963  -1.64225  0.118
H  8.04475  -1.93330  -0.26613  0.097
H  11.31746  -2.00163  -2.18080  0.112
H  10.22369  -3.33594  -1.99599  0.109
H  11.38857  -1.60395  0.22182  0.054
H  11.53728  -3.33257  -0.03311  0.071
H  10.00211  -2.67040  0.51591  0.067
H  8.79485  0.50016  -2.32663  0.101
H  10.49621  0.21824  -2.25701  0.115
H  8.78225  0.12450  0.28986  0.065
H  9.45325  1.61071  -0.37375  0.072
H  10.53619  0.33711  0.15432  0.054

Properties
Kohn-Sham gap: 5.98 eV
lowest unoccupied orbital energy: -1.84 eV
SMILES: O=CCC1=C(c2ccncc2)C(=O)C([PH2]=O)=CC1=O.CCN(CC)CC.CCN(CC)CC.CCN(CC)CC.CCN(CC)CC
max |F|: 0.12013 Eh/bohr
HOMO energy: -0.287 Eh

Record 3
Below is a molecular structure, C14H36FeN4O6 in a non-equilibrium geometry, with properties calculated with the ωB97M-V functional and the def2-TZVPD basis.

Last column: Löwdin spin population.
CARTESIAN COORDINATES (ANGSTROEM)
Fe  -0.80533  -1.05054  -0.36843  3.770
C  0.32044  -4.02416  -0.91481  0.004
O  -0.49493  -3.13534  -0.23759  0.028
H  1.36015  -4.14297  -0.60989  0.000
H  -0.12740  -5.01645  -0.96878  0.001
H  0.24417  -3.80971  -1.98079  0.000
H  -0.95853  -3.68354  0.39970  0.001
C  -4.00267  -0.72181  0.00984  0.004
O  -2.86747  -1.36601  -0.46274  0.029
H  -3.70179  0.11003  0.64672  0.000
H  -4.42247  -0.35093  -0.92521  0.001
H  -4.58020  -1.41763  0.61843  0.001
H  -3.20678  -2.10203  -0.97728  0.000
C  -1.37276  2.13742  -0.11913  0.007
O  -1.14039  0.97900  -0.39039  0.027
N  -0.45058  3.04433  0.17497  0.005
C  -0.73807  4.34192  0.78055  0.001
C  0.97429  2.85406  -0.01733  0.000
H  -2.38436  2.57164  -0.10149  0.000
H  -0.33254  4.38553  1.79135  0.000
H  -1.78708  4.63412  0.82820  0.000
H  -0.15982  5.12277  0.28658  0.000
H  1.47057  3.70059  -0.49186  0.000
H  1.56995  2.72437  0.88626  0.000
H  1.15802  1.97901  -0.64074  0.000
C  2.42777  -0.52074  -0.20310  0.006
O  1.18116  -0.64647  -0.15884  0.027
N  3.13340  -0.23683  0.87769  0.002
C  4.56138  -0.11958  0.89247  0.000
C  2.52865  0.21170  2.14892  0.000
H  2.98641  -0.63412  -1.14505  0.000
H  4.91107  0.89289  1.09428  0.000
H  4.89775  -0.44686  -0.09133  0.000
H  4.96030  -0.74429  1.69165  0.000
H  1.45200  0.19684  2.31831  0.000
H  3.05033  -0.17694  3.02351  0.000
H  2.82955  1.25160  2.27598  0.000
C  -0.79022  -1.42497  2.84652  0.007
O  -1.11387  -1.14857  1.68128  0.034
N  -0.87213  -0.47584  3.81856  0.004
C  -1.42188  0.88837  3.64089  0.000
C  -0.60640  -0.88591  5.19103  0.001
H  -0.56855  -2.40273  3.30157  0.000
H  -1.25133  1.24841  2.62631  0.000
H  -0.84054  1.57759  4.25336  0.000
H  -2.45157  0.96898  3.98920  0.000
H  -1.55532  -1.23226  5.60051  0.000
H  0.20777  -1.61042  5.20885  0.000
H  -0.12664  -0.10916  5.78651  0.000
C  0.08659  -1.15571  -3.61538  0.004
O  -0.39688  -0.98327  -2.50341  0.030
N  -0.03360  -0.29156  -4.63168  0.002
C  0.53587  -0.55949  -5.95585  0.000
C  -0.81288  0.93974  -4.53309  0.000
H  0.57033  -2.12567  -3.80871  0.000
H  1.07779  0.26529  -6.41860  0.000
H  -0.26120  -0.62851  -6.69613  0.000
H  1.20001  -1.41897  -6.04700  0.000
H  -0.59332  1.56098  -5.40140  0.000
H  -1.86638  0.67658  -4.62793  0.000
H  -0.59982  1.53624  -3.64602  0.000

Properties
total charge: +2
Kohn-Sham gap (alpha / beta): 10.35 / 9.21 eV
spin multiplicity: 5
lowest unoccupied orbital energy (alpha / beta): -4.45 / -4.48 eV
<S²>: 6.006
max |F|: 0.06295 Eh/bohr
HOMO energy (alpha / beta): -0.544 / -0.503 Eh